203
Properties=species:S:1:pos:R:3 method="wB97M-V/def2-TZVPD" charge=+1 orbital_gap_ev=8.3 homo_energy_ev=-11.8
H 3.77702 -3.84933 15.48666
S 3.28637 -12.51129 20.13261
H 2.59166 -8.62411 24.21737
H 0.71371 -17.12752 14.88691
S 2.62847 -10.90778 21.71148
O -3.36978 -8.74148 16.84725
H 6.42249 -3.71130 15.50022
H -0.73907 -14.47767 13.91264
H -7.32115 -6.25857 14.35873
H -11.34772 -8.05779 14.50189
C -7.96090 -13.37737 19.80713
O -2.49772 -6.39589 23.90936
H -5.56027 -6.35040 14.48874
H -10.12251 -6.76177 14.45565
C 0.53353 -10.45693 9.97029
O 0.44834 -14.62183 15.71289
O -2.52771 -3.26735 19.38344
C -0.01979 -17.88092 18.19102
H -8.49644 -9.04634 20.31181
H -9.72334 -9.26839 12.76002
N 2.15432 -11.48177 20.17307
H -3.73780 -12.83260 16.44383
H 0.90958 -14.92765 13.71843
C -0.56664 -6.55398 15.31347
P -6.99126 -10.95829 18.90894
H -7.81471 -9.80411 15.85996
C -3.29639 -11.31483 13.70310
O 4.65307 -12.09295 19.74662
H -3.68874 -9.52370 12.59190
C 0.20337 -5.25110 15.25780
C 4.39129 -4.74139 15.36415
C 1.85839 -9.84914 9.68808
P -0.71841 -14.42064 16.80878
H -3.09573 -5.52035 22.12120
K -3.89463 -11.01304 21.77885
O -0.32914 -13.57087 17.92749
H 1.38471 -9.69485 24.60625
N -1.41342 -9.69596 18.67451
O -3.62477 -11.02238 17.93414
C -2.03408 0.60919 17.28585
H 2.11002 -9.14568 10.48175
C -6.49180 -6.86809 14.71756
O 3.91865 -10.23161 21.81527
H 2.29396 -11.16813 13.15492
O -8.13613 -12.17102 19.06692
H -1.59212 -6.47009 14.95369
H 0.17403 -15.91131 18.87150
F -1.88034 -10.47923 16.27200
O -7.92604 -9.69800 18.40431
O 0.03553 -8.55980 12.23418
K -0.68135 -12.08792 20.10559
O -2.89149 -8.36702 25.49027
H 1.40918 -4.42895 21.01740
C -7.18191 -14.58577 19.16957
H 2.62008 -10.62537 9.76155
C -4.26011 -14.74213 15.98473
P -0.31035 -9.97860 12.33180
O 2.11384 -4.46207 17.64691
H -0.46132 -6.99875 16.30301
H -1.69706 0.28621 19.22600
H -1.00236 -16.82618 14.98943
H -7.02015 -15.44021 19.82675
H -2.29741 0.44396 22.02416
C -2.66893 -3.77174 18.08822
H -1.48220 -6.10095 22.15448
S -1.88450 -8.49700 19.41940
H -1.51995 -9.96187 25.99814
C -1.92870 -0.40839 18.41855
H 1.26565 -9.23011 14.65400
H -7.68914 -10.88320 14.49112
C -9.42709 -7.85323 18.71333
C -2.35581 -9.36692 26.36620
H -7.52349 -13.17537 20.78487
O -3.13229 -8.66891 20.17040
O 2.14532 -11.65672 22.85598
H -9.04817 -9.05931 14.33479
H -6.62821 -6.22326 16.67933
C -6.54441 -7.20186 16.20665
H -3.69015 -11.99682 12.94948
C -0.11141 -16.60672 14.40108
H -1.07085 -1.06248 18.26244
H -11.12551 -6.99591 13.10027
C -3.49341 -0.65172 23.37644
H -4.66712 -4.53974 18.46479
H -4.13508 -4.94894 16.88518
H -3.40520 -5.77264 18.24884
O -0.60411 -7.82170 24.78061
H -3.18882 -13.93823 17.68196
O -2.00989 -13.84652 16.00071
P -2.08271 -7.96092 24.13726
H -9.69441 -8.01805 17.66955
C -9.45962 -8.50456 13.49154
H -1.08749 1.06241 16.99144
H 5.94062 -4.49723 16.94317
P -3.46918 -2.02110 19.97363
H -7.51422 -7.60757 16.49470
P 2.36555 -5.77535 16.68605
C 2.02287 -4.64397 20.14261
O -6.11701 -10.70369 20.03058
F -0.84356 -8.62012 20.61470
O -3.19623 -0.98100 18.77454
O -2.19393 -8.81160 22.92179
H 0.79697 -10.55301 15.63730
H -6.72143 -12.68866 15.85218
C -0.63579 -16.50308 18.44477
C -2.83727 -10.06804 13.00031
H -4.47417 -1.10651 23.51559
H 2.87569 -3.96791 20.20378
H 0.47641 -8.09267 22.92360
H 0.57350 -5.39180 18.74813
H -8.97673 -13.76281 19.89437
C -7.11442 -11.82004 16.38055
H -2.41104 -3.64736 23.75380
C -3.77190 -4.80621 17.90294
C -1.62925 -4.16356 23.19663
H -8.14772 -12.13019 16.53606
O -4.96148 -2.25759 20.29196
O -2.65808 -1.39240 21.25060
O 1.59943 -5.35515 15.26276
H 0.00469 -4.78750 14.29152
C -3.28525 -13.81124 16.60369
H -2.79691 1.32716 17.58704
H 0.51737 -11.41116 9.44371
H -6.26997 -10.22430 15.20258
O -1.83228 -10.42753 12.04740
C 2.02524 -11.29095 14.20411
H -1.47721 -7.95828 27.68989
H -1.42478 -9.60891 28.25799
H -2.50850 -11.75917 14.31129
H -8.69784 -7.04608 18.64403
C -2.23109 -5.61309 22.77839
H -9.66414 -9.84957 19.28387
H -0.06068 -7.30302 14.70433
H -4.09207 -15.79541 16.20937
O -8.54530 -7.66473 12.87974
H -2.33981 -0.01537 16.44648
H -8.31594 -11.32730 10.55204
O -6.34458 -7.39006 11.46646
O 0.43470 -10.90525 11.27970
H -2.99415 -8.77523 28.29844
H 4.28694 -5.11670 14.34613
P -7.06724 -8.13955 12.50299
H 0.84882 -6.76111 23.86424
O 3.16936 -13.80814 20.81609
C 1.00862 -10.28806 14.60139
O -6.40223 -8.07376 13.97187
H -10.32692 -7.49146 19.21086
C -3.14201 -0.24376 21.98193
H -4.14180 -14.65580 14.90461
H -0.26227 -16.93521 13.37276
H -6.16592 -14.32410 18.87395
F 1.65049 -9.62058 21.59788
H 0.45507 -18.31899 19.06891
C 0.04805 -15.07787 14.36905
H 1.85889 -9.40015 8.69485
H -3.43044 0.20562 24.04658
O -1.54402 -7.16563 18.90327
H -0.31631 -9.89922 9.57681
H -7.14515 -11.31333 9.32016
C 5.88506 -4.58931 15.85849
H -7.87923 -9.79354 9.66058
H -2.79552 -2.96909 17.36170
C 0.55811 -7.80607 23.97207
C 1.20194 -4.50344 18.81115
H -5.75977 -7.83762 16.61682
H -2.78778 -1.43434 23.65516
C -2.05687 -8.87928 27.75183
O -7.13290 -9.74793 12.29310
H -7.79980 -15.04687 18.39906
H -5.96880 -11.21053 11.53213
O -0.08042 -10.59743 13.77970
H -1.43117 -16.50695 19.19006
O -1.09420 -15.94081 17.21015
C -8.88005 -9.09246 19.29259
O 1.91822 -7.09947 17.29464
H -1.32583 -3.63051 22.29557
C -10.60768 -7.55154 13.88209
H -0.21567 -4.55498 15.98438
H 2.43486 -5.65121 20.20453
C -7.52155 -10.70385 10.14172
H -5.76417 -9.61951 10.71676
C -6.47337 -10.31954 11.15846
H -3.96398 0.21731 21.43430
H 1.66945 -8.41561 25.75103
H -5.29797 -14.52657 16.23869
H 6.41723 -5.49229 15.55926
H 0.52687 -3.65005 18.87522
C -7.24467 -10.64097 15.45646
H -2.41414 -9.47907 13.81405
H -0.73632 -18.60795 17.80877
K 1.41338 -9.75530 18.21790
H 0.80113 -17.87853 17.47394
H -4.07920 -11.12143 14.43651
C 1.60674 -8.63056 24.68427
O 3.93282 -5.75419 16.28042
H 1.49455 -12.24178 14.15521
H 2.91725 -11.25110 14.82927
H -1.69111 -4.15666 17.79873
S -2.75900 -9.90355 17.53523
H -0.72119 -4.29083 23.78598
O -6.34559 -11.45283 17.52430
F 2.91648 -12.93505 18.66200
H -3.14142 -10.11693 26.45790

=====

71
Properties=species:S:1:pos:R:3 method="wB97M-V/def2-TZVPD" e_above_lowest_ev=0.161 orbital_gap_ev="7.7 / 7.0" spin_multiplicity=2 s2=0.77 homo_energy_ev="-7.3 / -6.7"
H 3.27272 -1.79972 -5.17674
H -5.58914 2.08277 -2.45041
H 4.42945 -1.29245 -3.04739
C -3.93766 3.70818 -0.08147
V 0.22769 0.07653 -0.35390
C -4.79147 1.33925 -2.49871
H -4.08367 3.27390 0.90576
H -0.86873 -4.42720 -3.98401
H -3.34913 4.61859 0.03114
H 1.84395 0.45174 2.98218
H -2.50667 -1.72433 -1.94540
C -3.92666 1.39527 -1.25054
H -2.16152 4.28666 -2.06782
H -1.35523 -0.14156 -3.61577
H 2.30863 0.57682 -2.44920
H -4.11800 0.97515 0.86677
H 0.55706 -1.25757 1.99671
H -3.71336 3.86657 -2.81155
H -1.20859 -4.02074 -0.41313
H 1.52036 -1.71669 -5.31050
C 0.80617 -5.10920 -1.97593
Sb 0.54931 -1.96341 -2.08040
H 3.56599 -1.45137 -1.51281
H -4.91085 3.97821 -0.49501
H -0.20456 -5.26828 -2.35372
O 1.51484 1.51704 -0.09287
H -0.16156 -3.12201 0.68837
H 3.06237 -3.99356 -1.06057
H -2.16077 -1.05218 -4.89484
O 2.35733 -0.48158 0.40908
H 2.28558 -4.67260 0.36326
H -3.22778 -2.52587 -3.33892
H -5.62733 1.51674 0.10674
H -0.63890 -0.29130 2.58770
C -1.09391 -2.30488 -3.50539
H -2.31565 2.78465 -2.98253
H -5.01488 -0.11724 -0.19541
H -1.82873 -3.49390 -5.12586
H 1.48475 -5.03139 -2.82754
H 1.08749 -6.00282 -1.40938
H 0.70584 1.64620 2.28061
O -2.81776 0.49119 -1.41138
C 2.23408 0.09066 -3.42588
C -0.20409 -3.97894 0.00850
H 3.78656 -2.86094 -2.57491
N 0.12650 -0.33998 1.92888
O -1.97341 2.33035 -0.39101
H -2.34119 -3.48876 -2.16191
C -2.35779 -2.52454 -2.67357
C 2.33583 -2.07173 -4.68002
C 2.24039 -3.85245 -0.36053
H -5.24898 0.35284 -2.57927
H 1.31575 0.42745 -3.91130
C 3.58987 -1.78825 -2.54947
C 0.88352 -3.88729 -1.06596
H -4.20108 1.51534 -3.39592
H 2.40191 -2.91368 0.17488
C -0.94070 -3.46259 -4.48584
C -3.20696 2.74992 -1.00722
H 2.29080 -3.16160 -4.63333
H 3.07732 0.43813 -4.03163
H -0.05312 -4.88500 0.60330
C 1.18000 0.67646 2.14555
H -0.41433 -0.82789 -4.96448
C -2.83492 3.46390 -2.30528
C -1.25239 -0.99814 -4.28580
C -4.72483 0.92194 -0.03764
H -0.07554 -3.35207 -5.13569
C 1.83971 0.61605 0.76412
C 2.30455 -1.43420 -3.29537
B -1.69839 1.02433 -0.77457